Here is a structure of composition C33H55N5O2PPdS from the OMol25 dataset. Energies are from the ωB97M-V functional and the def2-TZVPD basis.

Calculated values
Maximum force, eV/A: 0.8
Highest occupied orbital energy (spin up / spin down), eV: -15.47 / -15.47
Kohn-Sham gap (spin up / spin down), eV: 6.694 / 4.484
Multiplicity: 5
Net charge: +3
DFT total energy, hartree: -2581.1748

```
98
Properties=species:S:1:pos:R:3:forces:R:3:mulliken_charge:R:1
Pd -0.39362 -0.34689 0.13789 0.37 -0.54 -0.46 2.728
C -2.97232 -4.34633 4.34081 -0.02 0.00 0.01 -1.189
C -3.06288 -2.82815 4.33800 0.03 -0.03 -0.01 -0.429
N -1.79844 -2.22627 3.86244 -0.05 0.03 0.01 0.081
C -1.50268 -1.87862 2.63558 0.08 0.04 0.00 0.026
S 0.08112 -1.30538 2.23681 -0.17 0.08 0.06 -0.658
N -2.49181 -2.11680 1.69639 0.01 0.02 0.01 -0.654
N -2.15457 -1.68297 0.51143 -0.11 0.01 0.00 1.535
C -2.82852 -2.17253 -0.52651 0.06 0.02 0.07 -0.208
C -4.06665 -2.97506 -0.40100 0.00 0.00 0.01 -1.646
C -2.18826 -1.92889 -1.81363 -0.04 0.07 -0.04 0.258
C -2.74071 -2.39111 -3.00057 0.03 0.01 0.00 -0.675
C -2.03278 -2.22166 -4.18616 -0.03 -0.01 0.01 -0.807
C -0.80250 -1.59996 -4.13990 0.02 0.02 0.01 -1.174
C -0.32372 -1.13341 -2.91402 0.04 -0.05 0.00 -0.771
N -0.99050 -1.29564 -1.78716 -0.07 -0.02 0.01 1.290
H -3.91899 -4.75683 4.68898 0.00 0.00 0.01 0.373
H -2.18876 -4.69923 5.01045 0.01 0.00 -0.01 0.370
H -2.77843 -4.72696 3.33821 -0.01 0.00 0.00 0.334
H -3.21922 -2.44136 5.34417 -0.01 0.01 0.00 0.480
H -3.86565 -2.46868 3.70115 0.01 0.00 -0.01 0.284
H -1.04900 -2.14843 4.54112 0.01 -0.03 -0.01 0.302
H -4.28944 -3.20383 0.63446 -0.02 0.01 0.00 0.329
H -3.99006 -3.90088 -0.97174 0.01 -0.01 0.01 0.455
H -4.89875 -2.40318 -0.82474 0.00 -0.01 -0.01 0.388
H -3.70275 -2.88271 -3.00336 0.00 0.00 -0.01 0.572
H -2.43978 -2.58135 -5.12140 0.00 0.00 0.00 0.474
H -0.20492 -1.46804 -5.03126 0.00 0.01 0.00 0.586
H 0.62830 -0.62561 -2.84264 0.01 -0.01 0.00 0.710
C 0.90630 3.92124 -3.51634 0.02 0.00 -0.02 -1.022
N 0.08632 2.86777 -2.91081 -0.01 -0.02 0.03 0.485
C -1.21975 2.63611 -3.52396 -0.02 0.01 0.00 -1.068
C 0.46513 2.20707 -1.82312 0.04 0.04 0.00 0.291
C 1.79922 2.54635 -1.22093 -0.01 -0.01 -0.01 -1.529
O -0.28490 1.34027 -1.30811 -0.17 0.03 0.14 -0.678
H 0.50537 4.13934 -4.50192 0.00 0.00 0.00 0.401
H 1.93897 3.60406 -3.63739 0.00 0.00 0.00 0.354
H 0.87706 4.83643 -2.92341 -0.01 0.00 0.00 0.310
H -1.72496 3.59072 -3.66558 0.00 0.00 0.01 0.428
H -1.82009 1.99985 -2.88307 0.01 -0.01 -0.01 0.272
H -1.09608 2.16431 -4.49941 0.00 0.01 0.00 0.383
H 1.82440 3.59286 -0.90981 0.00 0.00 0.01 0.491
H 2.60503 2.42035 -1.94447 0.00 0.00 0.00 0.492
H 1.98288 1.89644 -0.37107 -0.01 0.01 0.00 -0.278
C 4.87678 -5.37689 -3.93917 0.00 0.00 0.00 -1.540
C 4.32047 -4.18612 -3.22341 0.00 0.00 0.01 0.412
C 4.79429 -2.90404 -3.48791 0.01 0.00 0.01 -0.832
C 4.32020 -1.79805 -2.80739 0.01 0.01 0.00 0.941
C 4.90783 -0.44827 -3.14329 -0.01 -0.01 0.00 -1.688
C 3.31177 -1.97931 -1.82547 -0.06 0.01 -0.03 0.567
C 2.81617 -0.80752 -1.15827 0.07 -0.04 0.01 -0.248
O 1.89791 -0.75683 -0.32967 -0.09 0.14 0.01 -0.554
C 2.82098 -3.28271 -1.53952 0.00 0.00 0.01 0.747
C 1.79288 -3.55840 -0.47649 0.00 0.01 -0.01 -0.976
C 3.33358 -4.34928 -2.24795 0.02 0.00 0.01 -1.068
H 5.49559 -5.08773 -4.78528 0.00 0.00 0.00 0.386
H 4.07835 -6.02988 -4.29196 0.00 0.00 0.00 0.387
H 5.49286 -5.96437 -3.25499 0.00 0.00 0.00 0.331
H 5.56557 -2.77365 -4.23675 0.00 0.00 0.00 0.372
H 5.67602 -0.55972 -3.90439 0.00 0.00 0.00 0.396
H 5.37694 0.02039 -2.27715 0.00 0.00 0.00 0.390
H 4.15811 0.23988 -3.54011 0.01 0.01 0.00 0.294
H 3.31570 0.13392 -1.42741 0.00 -0.01 0.01 0.262
H 2.07724 -3.11655 0.47797 0.01 -0.01 0.00 0.232
H 1.67746 -4.63280 -0.34583 -0.01 0.00 -0.01 0.445
H 0.82064 -3.13396 -0.74077 0.00 0.02 0.01 -0.118
H 2.97744 -5.34883 -2.02745 0.00 0.00 0.00 0.432
C -1.80294 3.85601 0.00348 0.06 0.01 0.00 -1.591
C -1.75682 3.82658 1.53165 -0.12 -0.02 0.00 0.544
C -1.28711 5.17547 2.09739 0.02 -0.01 -0.03 -1.581
P -0.80104 2.42053 2.22360 -0.01 0.49 0.40 0.147
C -1.72961 1.75729 3.65207 0.03 -0.17 -0.01 0.727
C -3.02602 1.10114 3.14997 0.02 0.02 -0.04 -1.604
C -2.06097 2.81810 4.71482 -0.02 -0.02 -0.01 -1.446
C 0.95301 2.84689 2.55531 0.04 -0.02 -0.11 1.067
C 1.14293 3.54952 3.90945 0.02 0.00 -0.02 -1.769
C 1.90802 1.65384 2.45583 -0.01 -0.01 0.02 -1.409
H -2.50131 4.63403 -0.30461 0.00 0.01 -0.01 0.545
H -2.12526 2.90762 -0.42332 0.01 0.00 0.00 0.212
H -0.82499 4.11161 -0.41043 0.00 -0.01 0.01 0.304
H -2.76678 3.62678 1.90389 -0.01 -0.02 -0.04 0.434
H -0.25952 5.40103 1.81068 0.00 0.00 0.00 0.355
H -1.37491 5.23797 3.17959 0.01 0.00 0.01 0.338
H -1.92249 5.95181 1.66885 0.00 0.00 0.01 0.470
H -1.07188 0.99652 4.08464 0.01 0.00 -0.02 0.430
H -3.79313 1.85365 2.96502 0.01 0.00 -0.03 0.514
H -3.41721 0.43522 3.91933 -0.01 0.01 0.01 0.443
H -2.89027 0.53164 2.22774 0.01 -0.04 0.04 0.094
H -2.64802 3.63408 4.29364 -0.01 0.00 0.00 0.298
H -1.18419 3.22669 5.20701 0.01 0.01 -0.01 0.369
H -2.67995 2.34076 5.47647 0.01 0.00 0.01 0.468
H 1.17790 3.55726 1.75157 0.00 -0.03 -0.03 0.216
H 0.96046 2.86174 4.73434 0.00 0.00 0.01 0.386
H 0.52616 4.43523 4.03385 -0.01 0.00 0.01 0.348
H 2.18749 3.85874 3.97117 0.00 0.01 0.00 0.507
H 1.79765 0.99681 3.31923 -0.02 -0.02 -0.01 0.357
H 2.93082 2.03165 2.46351 0.00 0.00 0.02 0.528
H 1.77656 1.05807 1.55248 0.01 0.01 0.00 0.033
```
Positions in Å, forces in eV/Å.